Record 1
Computed, not measured: a cluster of 3 separate species, C4H15NO2S in total at a distorted geometry, with wB97M-V/def2-TZVPD.

Last column: natural (NBO) charge in e.
Geometry (Å):
C  0.52585  -0.84675  2.95154  -0.61
C  -0.56607  -0.50665  2.03365  -0.23
N  -0.05879  -0.59913  0.65730  -0.68
C  -1.05349  -0.32006  -0.45910  -0.25
C  -0.35223  -0.09908  -1.76188  -0.49
S  -1.38472  1.24687  -2.63033  -0.08
H  1.07972  -1.75570  2.80793  0.20
H  -0.02351  -0.74831  3.85332  0.22
H  1.22607  -0.04171  2.86858  0.20
H  -1.33092  -1.25176  2.20229  0.16
H  -0.98311  0.47643  2.51433  0.22
H  0.50456  -1.46218  0.56696  0.37
H  -1.82088  -1.20255  -0.52997  0.18
H  -1.67176  0.50798  0.04382  0.22
H  -0.58455  -0.90935  -2.41739  0.22
H  0.71742  0.17598  -1.80302  0.24
H  -0.45881  2.17206  -2.46652  0.12
O  3.50894  -2.63704  0.09459  -0.93
H  3.49309  -1.83916  0.69743  0.47
H  3.36662  -2.23127  -0.75474  0.46
O  -0.04445  2.44250  1.37214  -0.92
H  -0.23713  2.87694  0.49223  0.46
H  0.24986  1.66813  1.08986  0.46

Its electronic energy is -764.741402 Ha. For the energy above the lowest of the compared OMol25 structures with the same formula, charge and spin, the calculation gives 50.8 kcal per mole. The value obtained for the HOMO energy is -9.028 eV. The SMILES is CCNCCS.O.O. As for the LUMO energy: 0.46 eV. The orbital gap comes out at 9.49 eV. Its charge is 0.

Record 2
Computed, not measured: a structure of composition C2HBr3ClF at a distorted geometry, with wB97M-V/def2-TZVPD.

Last column: natural (NBO) charge in e.
Geometry (Å):
C  1.75714  0.23424  -0.33550  0.10
C  -1.48951  -0.30122  0.25844  -0.44
F  1.40330  0.80184  -1.39166  -0.29
Cl  2.69043  1.13047  0.66029  0.04
Br  -2.29057  1.33337  0.80728  0.13
Br  -1.59116  -0.76000  -1.52890  0.18
Br  -1.91453  -1.65588  1.59302  0.10
H  1.43491  -0.78283  -0.06296  0.18

Its electronic energy is -8358.753546 Ha. For the energy above the lowest of the compared OMol25 structures with the same formula, charge and spin, the calculation gives 76.5 kcal per mole. The value obtained for the HOMO energy (alpha / beta) is -8.879 / -7.659 eV. As for the LUMO energy (alpha / beta): -0.14 / -1.42 eV. The orbital gap (alpha / beta) comes out at 8.74 / 6.24 eV. Its charge is 0.

Record 3
Computed, not measured: a structure of composition C47H32BrCl4NO3P2SV at a distorted geometry, with wB97M-V/def2-TZVPD.

Last column: Mulliken spin population.
Geometry (Å):
V  0.15527  -0.20737  -0.19577  0.86
O  -2.15325  -1.45768  1.87659  -0.02
S  -1.24289  -0.31869  1.63859  -0.05
C  -0.45112  0.00214  3.22466  0.05
C  -1.06954  -0.30082  4.42707  0.01
C  -0.40570  0.00172  5.60482  0.00
C  0.85858  0.58203  5.56506  0.00
C  1.48641  0.82380  4.35410  0.00
C  0.82845  0.52346  3.16429  -0.03
P  1.59564  0.36697  1.50294  0.10
C  2.46595  1.93934  1.24798  0.02
C  1.97584  3.11206  1.82299  -0.01
C  2.59878  4.32375  1.56872  0.00
C  3.69818  4.37708  0.72305  0.00
C  4.16261  3.21930  0.11478  0.00
C  3.54897  2.00301  0.37074  -0.02
C  2.87110  -0.83533  2.02059  -0.08
C  2.46428  -2.16846  2.07848  0.01
C  3.35430  -3.15671  2.45642  0.00
C  4.66307  -2.82048  2.77811  0.00
C  5.06579  -1.49605  2.74104  0.00
C  4.17284  -0.50045  2.36622  0.00
C  -2.38268  1.10955  1.60638  0.03
C  -2.98621  1.65560  2.72728  0.00
C  -3.96036  2.63107  2.56581  0.00
C  -4.33117  3.04883  1.29630  0.00
C  -3.72196  2.49963  0.17762  0.00
C  -2.74620  1.52193  0.33175  -0.01
P  -1.77624  0.75953  -1.01424  0.07
C  -1.78958  2.10281  -2.24017  -0.01
C  -0.92969  3.17576  -2.00954  -0.01
C  -0.93145  4.26625  -2.86184  0.00
C  -1.78690  4.28943  -3.95524  0.00
C  -2.63284  3.21746  -4.19480  0.00
C  -2.63803  2.12358  -3.33988  0.00
C  -2.92266  -0.47542  -1.72188  -0.01
C  -4.16584  -0.75318  -1.15782  0.00
C  -4.94767  -1.77917  -1.67135  0.00
C  -4.50364  -2.51986  -2.75551  0.00
C  -3.27237  -2.23738  -3.33173  0.00
C  -2.47838  -1.22841  -2.81316  0.01
H  -2.04020  -0.78153  4.42882  0.00
H  -0.86887  -0.22502  6.55609  0.00
H  1.37447  0.80286  6.49101  0.00
H  2.49520  1.21850  4.32982  0.00
H  1.10488  3.07478  2.46557  0.00
H  2.22724  5.22929  2.03138  0.00
H  4.19079  5.32247  0.53545  0.00
H  5.00279  3.26689  -0.56609  0.00
H  3.90638  1.09625  -0.10509  0.00
H  1.44573  -2.42182  1.80049  0.00
H  3.03412  -4.19038  2.48612  0.00
H  5.37104  -3.59244  3.05187  0.00
H  6.08445  -1.23385  2.99863  0.00
H  4.49866  0.53178  2.34458  0.00
H  -2.69586  1.34274  3.71946  0.00
H  -4.43125  3.06493  3.43847  0.00
H  -5.09227  3.80934  1.17623  0.00
H  -3.99494  2.83188  -0.81668  0.00
H  -0.25421  3.13795  -1.16036  0.00
H  -0.26080  5.09591  -2.67701  0.00
H  -1.78864  5.14085  -4.62354  0.00
H  -3.29144  3.22857  -5.05402  0.00
H  -3.29658  1.28800  -3.53745  0.00
H  -4.51600  -0.17549  -0.31279  0.00
H  -5.90697  -2.00475  -1.22239  0.00
H  -5.11487  -3.31940  -3.15524  0.00
H  -2.92505  -2.80994  -4.18263  0.00
H  -1.51152  -1.01242  -3.24667  -0.01
Cl  3.18696  -0.64871  -6.22619  0.00
C  2.88289  -0.68289  -4.52942  0.01
C  3.87561  -1.09594  -3.64524  0.00
Cl  5.41161  -1.59993  -4.24428  0.00
C  3.62673  -1.11394  -2.27073  0.00
Cl  4.83695  -1.59919  -1.14017  0.00
C  2.37402  -0.76503  -1.78129  0.03
O  2.01469  -0.79487  -0.51771  0.04
C  1.37825  -0.32575  -2.67497  0.00
O  0.24798  0.04302  -2.09047  -0.02
C  1.64034  -0.27926  -4.03538  0.00
Cl  0.39131  0.29781  -5.08128  0.00
Br  2.17793  -4.00508  -1.27589  0.00
C  0.34706  -4.23193  -0.84715  0.01
C  -0.15258  -5.52410  -0.79202  0.00
C  -1.48675  -5.68773  -0.46036  0.00
C  -2.25575  -4.56207  -0.22116  0.00
C  -1.65905  -3.31727  -0.32239  0.01
N  -0.36514  -3.14044  -0.61790  0.01
H  0.49218  -6.36384  -1.00364  0.00
H  -1.91188  -6.68105  -0.39716  0.00
H  -3.30057  -4.63391  0.04673  0.00
H  -2.23873  -2.42449  -0.15542  -0.01

Its electronic energy is -8530.396748 Ha. For the energy above the lowest of the compared OMol25 structures with the same formula, charge and spin, the calculation gives 32.7 kcal per mole. The value obtained for the HOMO energy (alpha / beta) is -6.981 / -6.503 eV. As for the LUMO energy (alpha / beta): 0.12 / -0.12 eV. The orbital gap (alpha / beta) comes out at 7.10 / 6.38 eV. Its charge is 0. As for the spin multiplicity: 2. As for the expectation value of S²: 0.774.

Record 4
Computed, not measured: a structure of composition C4H6CsO3 at a distorted geometry, with wB97M-V/def2-TZVPD.

Last column: natural (NBO) charge in e.
Geometry (Å):
O  -0.51342  -1.63190  0.05617  -0.47
C  -1.02273  -0.73076  0.73527  0.72
C  -2.43291  -0.32436  0.62441  -0.74
H  -3.07634  -1.19340  0.44935  0.31
H  -2.71281  0.20546  1.54888  0.24
H  -2.57365  0.35404  -0.23271  0.24
O  0.50740  -0.00186  1.14163  -0.68
Cs  -0.46276  3.17621  0.55863  1.00
C  1.22303  -0.97756  0.67497  0.58
O  2.19683  -0.72715  -0.12413  -0.48
C  2.17592  0.26207  -1.17411  -0.29
H  2.49553  1.22245  -0.75110  0.17
H  2.99603  0.00356  -1.84651  0.23
H  1.19988  0.36320  -1.66075  0.18

Its electronic energy is -401.457217 Ha. For the energy above the lowest of the compared OMol25 structures with the same formula, charge and spin, the calculation gives 162.0 kcal per mole. The value obtained for the HOMO energy (alpha / beta) is -10.159 / -10.505 eV. As for the LUMO energy (alpha / beta): -4.05 / -4.03 eV. The orbital gap (alpha / beta) comes out at 6.11 / 6.47 eV. Its charge is +1.

Record 5
Computed, not measured: the molecule ClH4N2OP at a distorted geometry, with wB97M-V/def2-TZVPD.

Last column: natural (NBO) charge in e.
Geometry (Å):
N  0.57816  1.36905  0.17197  -1.13
P  0.17124  -0.22142  0.55741  1.43
O  1.24764  -0.89213  -0.43728  -1.00
N  -1.15259  -0.61232  -0.62217  -0.78
Cl  -2.66483  0.02358  -0.40116  0.17
H  0.22144  1.97932  0.79308  0.38
H  1.50302  1.54441  -0.08036  0.40
H  -0.51180  -1.71589  0.98562  0.01
H  0.60773  -1.47460  -0.96711  0.52

Its electronic energy is -988.551339 Ha. For the energy above the lowest of the compared OMol25 structures with the same formula, charge and spin, the calculation gives 150.3 kcal per mole. The value obtained for the HOMO energy (alpha / beta) is -9.149 / -8.095 eV. The SMILES is N[P@H](O)=NCl. As for the LUMO energy (alpha / beta): -0.93 / -0.86 eV. The orbital gap (alpha / beta) comes out at 8.22 / 7.23 eV. Its charge is 0.

Record 6
Computed, not measured: the molecule C4H5NO2 at a distorted geometry, with wB97M-V/def2-TZVPD.

Last column: natural (NBO) charge in e.
Geometry (Å):
O  2.35843  0.54821  -0.63902  -0.47
C  1.27094  0.05756  -0.56509  0.47
C  -0.28948  0.76608  -0.85640  -0.32
N  -1.19511  0.74310  0.28182  -0.59
C  -0.66901  -0.50257  0.84306  -0.33
C  0.82576  -1.14960  0.21244  0.49
O  1.14755  -2.29283  0.08992  -0.47
H  0.01519  1.77919  -1.11619  0.22
H  -0.69549  0.24871  -1.72451  0.21
H  -0.98533  1.52068  0.90705  0.36
H  -1.34696  -1.33699  0.66657  0.21
H  -0.43648  -0.38153  1.90036  0.21

Its electronic energy is -360.558982 Ha. For the energy above the lowest of the compared OMol25 structures with the same formula, charge and spin, the calculation gives 69.3 kcal per mole. The value obtained for the HOMO energy is -8.798 eV. The SMILES is O=C1CNCC1=O. As for the LUMO energy: -0.32 eV. The orbital gap comes out at 8.47 eV. Its charge is 0.

- The highest charge belongs to which entry?
  C4H6CsO3

- The highest charge belongs to which entry?
  C4H6CsO3